Computed, not measured: 2 unconnected molecules or ions with the total composition C2H3FS2, with wB97M-V/def2-TZVPD.

```
! RIJCOSX wB97M-V def2-TZVPD def2/J DEFGRID3
* xyz 0 1
C -0.69558 -0.95434 -0.49663
C 0.38379 -1.34124 0.10703
F 0.81778 2.05377 -0.73116
S 1.82168 -1.69825 0.60844
S -0.20356 2.17630 0.48923
H -1.61671 -1.51453 -0.42536
H -1.04866 -0.00059 -0.82589
H 0.54127 1.27889 1.27433
*
```

Its structure (SMILES) is C=C=S.FS. The energy above the lowest of the compared OMol25 structures with the same formula, charge and spin comes out at 50.95 kcal per mole.

natural (NBO) atomic charge list, values in e, 4 entries:
1 C -0.627
2 C -0.046
3 F -0.485
4 S 0.141

Computed, not measured: a gas-phase ion, C16H20F6IN5O5PS2 (charge +1), with wB97M-V/def2-TZVPD.

```
! RIJCOSX wB97M-V def2-TZVPD def2/J DEFGRID3
* xyz 1 1
O 1.05858 2.64952 4.06895
C 1.22263 1.98849 3.13028
O 1.28822 0.62828 3.17737
C 0.57141 -0.01259 2.13615
C 1.50818 -0.33379 0.96786
N 0.97431 -1.48786 0.14004
C 0.82237 -0.88898 -1.14721
N -0.25310 -0.34542 -1.57222
C -0.31587 0.27946 -2.91175
C -1.10448 1.57972 -2.96809
C -0.56255 2.65462 -2.03756
S -1.69370 4.03078 -1.67200
C -3.01176 3.23993 -0.77225
S -4.26187 2.57315 -1.53335
N -2.92492 3.26173 0.61582
C -3.85119 3.70614 1.54806
C -3.28122 3.46872 2.77921
N -2.03114 2.89379 2.63265
C -1.84750 2.81018 1.34804
C -1.47013 -0.40368 -0.76886
O -2.30744 -1.31506 -1.42801
O -3.61076 -0.71642 -1.41739
N 2.00891 -0.97897 -1.88856
C 2.28643 -2.38997 -1.66667
F 3.51129 -2.77188 -1.99703
I 0.97335 -3.36432 -3.16651
C 1.87280 -2.61010 -0.13704
P 1.02054 -4.31520 0.02309
O 1.05061 -4.85052 1.39047
C 3.14618 -2.78859 0.71626
F 3.68307 -3.98094 0.41414
F 4.05900 -1.84696 0.33330
C 2.98879 -2.68931 2.29404
F 1.71597 -2.60804 2.64538
F 3.60134 -1.58503 2.72427
F 3.55101 -3.72695 2.86264
H 1.42218 2.39796 2.13209
H 0.08935 -0.90510 2.50652
H -0.21847 0.64784 1.78221
H 2.51276 -0.49560 1.32762
H 1.55577 0.55804 0.34319
H -0.74532 -0.45887 -3.57932
H 0.68797 0.47447 -3.26121
H -1.02216 1.92652 -3.99229
H -2.16129 1.38885 -2.81168
H -0.24143 2.22028 -1.09215
H 0.30428 3.13686 -2.47456
H -4.79226 4.12138 1.25151
H -3.71270 3.68131 3.73599
H -0.98482 2.45116 0.81421
H -1.24348 -0.76244 0.22644
H -1.96725 0.55751 -0.71555
H -4.04222 -1.15721 -2.16264
H 2.73055 -0.33261 -1.57830
H -0.28823 -4.09486 -0.42920
H 1.72939 -5.10940 -0.88641
*
```

Its structure (SMILES) is O=COCC[N+]1=C(N(CCCSC(=S)n2ccnc2)COO)N[C@](F)(I)[C@@]1([PH2]=O)C(F)(F)C(F)(F)F.

natural (NBO) atomic charge list, values in e, 4 entries:
1 O -0.462
2 C 0.654
3 O -0.518
4 C -0.081

Computed, not measured: C18H21N3O4S in the gas phase, with wB97M-V/def2-TZVPD.

```
! RIJCOSX wB97M-V def2-TZVPD def2/J DEFGRID3
* xyz 0 1
C -1.14285 0.10817 4.67792
C -2.02214 0.28887 3.48690
C -1.44075 0.50237 2.24084
C -2.20027 0.66332 1.08996
C -3.58974 0.60848 1.16734
C -4.19331 0.42879 2.39127
C -3.42208 0.26852 3.54139
N -4.14195 0.07593 4.77577
O -5.30993 0.40522 4.79160
O -3.55743 -0.40371 5.72379
H -5.26831 0.39637 2.48439
H -4.17237 0.70699 0.26538
C -1.56195 0.82099 -0.25459
O -2.00441 0.27698 -1.24685
N -0.47683 1.62745 -0.27355
H -0.13937 2.02476 0.58835
C 0.34303 1.77420 -1.44730
H 0.60054 2.82767 -1.57079
H -0.26413 1.46315 -2.29828
C 1.65193 0.92606 -1.42145
C 1.72759 0.00290 -0.23605
C 0.91234 -1.01915 0.14778
C 1.34718 -1.66553 1.32849
C 2.48728 -1.13039 1.83090
S 3.05917 0.17485 0.86944
H 3.03604 -1.41995 2.70475
H 0.82529 -2.49103 1.77842
H 0.01988 -1.30620 -0.37673
N 1.81661 0.27179 -2.71088
C 3.18228 -0.11748 -3.01240
H 3.85265 0.72101 -2.81179
C 3.25764 -0.48060 -4.49777
O 2.37061 -1.52224 -4.82305
C 1.04861 -1.17238 -4.48166
C 0.93498 -0.84926 -2.99154
H -0.09568 -0.59168 -2.74778
H 1.22751 -1.74600 -2.42036
H 0.42798 -2.03160 -4.73935
H 0.72982 -0.29778 -5.06776
H 4.25674 -0.83419 -4.75811
H 3.01721 0.41392 -5.09232
H 3.50617 -0.98431 -2.41077
H 2.49620 1.62056 -1.33386
H -0.36207 0.50292 2.17685
H -1.44354 0.76123 5.49503
H -0.10701 0.31215 4.41769
H -1.21917 -0.91214 5.05071
*
```

Its structure (SMILES) is Cc1cc(C(=O)NC[C@@H](c2cccs2)N2CCOCC2)ccc1[N+](=O)[O-]. The energy above the lowest of the compared OMol25 structures with the same formula, charge and spin comes out at 105.83 kcal per mole.

natural (NBO) atomic charge list, values in e, 4 entries:
1 C -0.634
2 C 0.027
3 C -0.165
4 C -0.107

Computed, not measured: 11 unconnected molecules or ions with the total composition C33H88O11, with wB97M-V/def2-TZVPD.

```
! RIJCOSX wB97M-V def2-TZVPD def2/J DEFGRID3
* xyz 0 1
C -2.04341 6.65283 4.96807
C -1.70403 5.22913 5.17018
C -2.62685 4.55883 6.14628
O -1.81590 4.47666 4.01047
H -2.85667 6.74037 4.24762
H -1.32156 7.31365 4.48812
H -2.15988 7.04295 5.97918
H -0.64938 5.09119 5.40839
H -3.66293 4.35805 5.87362
H -2.60502 5.21914 7.01324
H -2.17797 3.62652 6.48893
H -2.72348 4.58824 3.71814
C -5.51450 -4.22607 -5.69320
C -5.17661 -4.03221 -4.21169
C -3.72850 -3.60309 -3.97984
O -5.97480 -3.26730 -3.40351
H -5.08644 -3.35382 -6.18721
H -6.55798 -4.24215 -6.00781
H -5.08365 -5.11620 -6.15162
H -5.27851 -5.01281 -3.74679
H -3.48125 -3.94397 -2.97447
H -3.53825 -2.53000 -3.99898
H -2.97291 -4.06619 -4.61445
H -5.49690 -3.09247 -2.58948
C -0.25719 1.47751 -5.66626
C -0.55779 1.16671 -7.19407
C -1.19381 -0.18118 -7.40579
O -1.33298 2.26251 -7.66508
H 0.10538 2.49175 -5.49902
H 0.53981 0.86965 -5.23801
H -1.17117 1.31313 -5.09554
H 0.41964 1.09648 -7.67135
H -2.01623 -0.55509 -6.79594
H -0.38180 -0.90616 -7.34964
H -1.51968 -0.43683 -8.41403
H -1.83817 2.45031 -6.87065
C -6.12414 -3.59226 1.35788
C -4.75899 -2.98649 1.39808
C -3.63993 -3.97223 1.72345
O -4.59536 -2.33968 0.15378
H -6.82580 -2.81427 1.05703
H -6.43383 -3.83049 2.37544
H -6.32391 -4.40797 0.66304
H -4.80980 -2.21322 2.16461
H -2.72371 -3.47262 2.03815
H -3.52081 -4.62807 0.86102
H -3.83733 -4.65214 2.55223
H -3.74892 -1.89163 0.22011
C 3.08915 5.70059 1.16752
C 4.55059 6.10685 0.69644
C 4.72982 5.72810 -0.83854
O 4.70911 7.49101 0.84559
H 2.93051 4.65054 0.92186
H 2.27079 6.26727 0.72341
H 2.97229 5.74413 2.25036
H 5.29344 5.52531 1.24242
H 3.97562 6.23674 -1.43902
H 4.49127 4.67750 -1.00420
H 5.79595 5.90172 -0.98453
H 4.25785 7.95171 0.13445
C 2.22056 2.22623 5.90689
C 2.80251 3.38015 6.68631
C 2.06774 3.76395 7.93770
O 4.11891 2.98190 7.02948
H 2.35937 1.26959 6.41054
H 2.87021 2.04312 5.05102
H 1.18822 2.42717 5.62051
H 2.98078 4.17190 5.95867
H 2.52617 3.36343 8.84188
H 1.01200 3.51304 7.83494
H 2.07514 4.84958 8.03503
H 4.55725 2.52585 6.30733
C -0.15257 -1.08629 -0.55093
C -0.23907 -0.24118 0.63477
C 0.77810 0.87641 0.36392
O -1.43711 0.25546 0.84268
H -0.50537 -0.54089 -1.42625
H -0.72447 -2.00438 -0.41618
H 0.88225 -1.33940 -0.78152
H -0.00116 -0.81689 1.52922
H 1.75179 0.58100 0.75476
H 0.49967 1.69770 1.02425
H 0.81596 1.33128 -0.62591
H -1.26313 1.17339 1.06340
C -0.40884 -7.40979 -2.65010
C 0.36791 -7.85420 -3.88647
C 0.10029 -9.22542 -4.32715
O 0.14392 -6.96281 -4.89690
H -0.33396 -8.07148 -1.78716
H -1.47062 -7.31070 -2.87567
H 0.06258 -6.52707 -2.21804
H 1.43478 -7.76707 -3.68079
H -0.88420 -9.42871 -4.74850
H -0.03860 -9.92682 -3.50444
H 0.88750 -9.63541 -4.95986
H 0.46744 -7.15891 -5.77922
C 6.57220 -0.65878 1.77189
C 5.67356 -0.72365 3.04533
C 5.93150 -2.12859 3.80736
O 6.04369 0.30965 3.85098
H 6.49620 0.35954 1.39061
H 6.22000 -1.41632 1.07176
H 7.62792 -0.90907 1.87641
H 4.63088 -0.85036 2.75403
H 5.41923 -2.09929 4.76904
H 6.97551 -2.36074 4.01774
H 5.46781 -2.96025 3.27686
H 6.93517 0.16299 4.17557
C 3.36601 -3.71589 -3.27804
C 4.30939 -3.47961 -2.16366
C 4.31388 -4.43962 -1.01702
O 5.58511 -3.44334 -2.66461
H 2.34730 -3.66915 -2.89313
H 3.47161 -4.66500 -3.80353
H 3.37389 -3.02489 -4.12098
H 4.12847 -2.46083 -1.82094
H 4.46448 -5.44398 -1.41284
H 3.36615 -4.36180 -0.48426
H 5.27345 -4.25272 -0.53494
H 6.08575 -4.14603 -2.24368
C -4.16152 6.41129 0.18182
C -4.97505 5.09145 0.38637
C -4.28255 3.90061 -0.42840
O -4.93980 4.90188 1.78629
H -4.01234 6.71412 -0.85459
H -3.13909 6.23480 0.51587
H -4.55594 7.25446 0.74891
H -5.99018 5.08245 -0.01054
H -3.20452 4.04918 -0.49062
H -4.67323 3.80069 -1.44107
H -4.38067 2.96204 0.11710
H -5.55873 4.21051 2.03234
*
```

Its structure (SMILES) is CC(C)O.CC(C)O.CC(C)O.CC(C)O.CC(C)O.CC(C)O.CC(C)O.CC(C)O.CC(C)O.CC(C)O.CC(C)O. The energy above the lowest of the compared OMol25 structures with the same formula, charge and spin comes out at 161.46 kcal per mole.

Löwdin atomic charge list, values in e, 4 entries:
1 C -0.054
2 C -0.551
3 C -0.058
4 O -0.054

no.,HOMO energy (hartree)
1,-0.32038
2,-0.43080
3,-0.32384
4,-0.35041